[1]
ORCA calculation (ωB97M-V/def2-TZVPD) on a structure of composition C39H41BMoN9O2.

```
93
Properties=species:S:1:pos:R:3:forces:R:3
Mo -0.161372 0.288447 -0.256841 -0.1 -0.2 -0.3
C -0.007890 0.324430 -4.337665 -0.1 0.0 0.0
C 0.932783 -0.620763 -3.579271 0.0 0.0 0.0
C 1.674059 -0.061572 -2.358435 0.0 0.1 0.0
N 0.986302 1.025198 -1.617900 -0.1 0.0 0.2
C 1.286627 2.348879 -1.742867 0.1 -0.1 -0.1
C 2.075571 2.825491 -2.784610 0.0 0.1 0.0
C 2.489576 4.119444 -3.074512 0.0 0.0 0.0
C 2.143153 5.288018 -2.427549 0.0 0.0 0.0
C 1.297528 5.435919 -1.325395 0.0 0.0 0.0
C 0.691312 4.479098 -0.543998 0.0 0.0 0.0
C 0.725320 3.069712 -0.635848 -0.1 0.1 0.0
N 0.157313 2.250353 0.290442 0.2 0.0 0.2
C -0.043590 2.779839 1.663474 0.0 0.0 -0.1
C -1.400043 2.472811 2.258311 0.0 0.0 0.0
C -1.621726 0.983238 2.446913 0.0 -0.2 0.0
N -1.694928 0.361476 1.117146 0.1 0.3 -0.2
C -2.844301 -0.164612 0.659748 -0.1 -0.1 0.2
C -3.810781 -0.695152 1.559558 0.1 0.0 -0.1
C -5.081126 -1.154311 1.333542 -0.1 0.0 0.0
C -5.802299 -1.261699 0.132005 0.0 0.0 0.1
C -5.349658 -1.009386 -1.143912 0.0 0.0 0.0
C -4.098768 -0.540927 -1.534574 0.0 0.0 0.0
C -2.982214 -0.167749 -0.784792 0.0 0.0 -0.1
N -1.853918 0.293660 -1.395926 0.1 -0.1 0.2
C -1.955700 1.007630 -2.695358 0.0 0.0 0.1
C -1.497315 0.277401 -3.964249 0.0 0.0 0.0
H 0.047320 0.055462 -5.392742 0.0 0.0 0.0
H 0.334255 1.362311 -4.293927 0.0 0.0 0.0
H 1.706941 -0.990613 -4.253656 0.0 0.1 0.0
H 0.381334 -1.510795 -3.286394 0.0 -0.1 0.0
H 2.658879 0.327281 -2.616362 0.0 -0.1 0.0
H 1.887613 -0.861298 -1.637287 0.0 0.0 0.0
H 2.424744 2.076224 -3.483123 0.0 0.0 0.0
H 3.139037 4.219956 -3.935388 0.0 0.0 0.0
H 2.550175 6.204169 -2.838731 0.0 0.0 0.0
H 1.099811 6.459152 -1.028472 0.0 0.0 0.0
H 0.079972 4.886286 0.247258 0.0 0.0 0.0
H 0.122054 3.850139 1.684151 0.0 0.0 0.0
H 0.743961 2.348874 2.284884 0.0 0.0 0.0
H -2.197544 2.897136 1.642798 0.0 0.0 0.0
H -1.454485 2.959839 3.233301 0.0 0.0 0.0
H -2.540536 0.818987 3.002673 0.0 0.1 0.0
H -0.799851 0.538637 3.003388 0.0 0.0 0.1
H -3.489613 -0.755558 2.590077 0.0 0.0 0.0
H -5.611155 -1.488521 2.218009 0.0 0.0 0.0
H -6.820829 -1.619620 0.223429 0.0 0.0 0.0
H -6.044312 -1.210404 -1.950287 0.0 0.0 0.0
H -3.966780 -0.463475 -2.606868 0.0 0.0 0.0
H -1.377647 1.926909 -2.582879 0.0 0.0 0.0
H -2.992772 1.324764 -2.803115 0.0 0.0 0.0
H -2.040250 0.775755 -4.770780 0.0 0.0 0.0
H -1.859446 -0.755144 -3.975925 0.0 0.0 0.0
O 1.365964 0.000121 2.758813 0.1 0.1 0.0
B 1.428134 0.064572 1.384901 -0.2 0.2 -0.1
O 2.716386 0.263941 0.929879 0.0 -0.2 0.1
C 3.505673 0.300408 2.086231 0.1 0.0 0.0
C 4.867950 0.460256 2.194337 0.0 0.0 0.0
C 5.376214 0.464880 3.490457 0.0 0.0 0.0
C 4.551779 0.315336 4.604192 0.0 0.0 0.0
C 3.174946 0.150800 4.477964 0.1 0.0 -0.1
C 2.693659 0.149839 3.189442 -0.2 0.0 0.0
H 5.506626 0.567000 1.329059 0.0 0.0 0.0
H 6.440517 0.585099 3.637255 0.0 0.0 0.0
H 4.991642 0.322439 5.591660 0.0 0.0 0.0
H 2.528104 0.025692 5.334701 0.0 0.0 0.0
C 0.560874 -2.986076 1.868799 0.0 0.0 0.0
C -0.056046 -2.962551 0.519853 0.1 0.0 -0.1
N -0.335269 -1.915002 -0.296119 -0.1 -0.1 0.2
C -0.989526 -2.482623 -1.402422 0.0 0.0 -0.1
C -1.061021 -3.816217 -1.261848 0.0 0.0 0.0
N -0.477375 -4.096205 -0.048814 0.0 -0.1 0.0
C -0.344293 -5.495279 0.439705 -0.1 0.1 0.0
N 0.260339 -6.296065 -0.552437 0.0 -0.2 0.0
N -0.563007 -7.002339 -1.400603 0.0 0.1 0.0
N 0.135556 -7.540758 -2.304781 0.0 0.0 0.0
C 1.466185 -7.202955 -2.110841 0.0 -0.1 -0.1
C 2.599963 -7.560418 -2.844527 0.0 0.0 0.0
C 3.803423 -7.056442 -2.409590 0.0 0.0 0.0
C 3.884661 -6.223056 -1.273973 0.0 0.0 0.0
C 2.773258 -5.867688 -0.540400 0.0 0.0 0.0
C 1.556392 -6.385748 -0.989914 0.1 0.1 0.1
H 0.926125 -2.020830 2.178139 0.0 0.1 0.0
H 1.395329 -3.688061 1.894290 0.0 0.0 0.0
H -0.170154 -3.313472 2.610979 0.0 0.0 0.0
H -1.345909 -1.892377 -2.220786 0.0 0.0 0.0
H -1.454863 -4.594230 -1.895724 0.0 0.0 0.0
H -1.347576 -5.884033 0.604317 0.0 0.0 0.1
H 0.209385 -5.494363 1.374509 0.1 0.0 0.0
H 2.523807 -8.210100 -3.704934 0.0 0.0 0.0
H 4.712468 -7.310721 -2.936301 0.0 0.0 0.0
H 4.857861 -5.867993 -0.961560 0.0 0.0 0.0
H 2.860614 -5.255537 0.348504 0.0 0.0 0.0
```
Forces are in eV/Å.

Kohn-Sham gap (spin up / spin down) in eV: 3.9 / 4.8
Strongest force on any atom in eV/A: 0.37
DFT total energy in eV: -61121.6341
Total charge: +3

[2]
ORCA calculation (ωB97M-V/def2-TZVPD) on a structure of composition C39H41BrGeN2O2PdSb.

```
88
Properties=species:S:1:pos:R:3:forces:R:3
Pd -0.683830 0.162000 -0.228963 -0.1 0.0 0.4
C 5.099976 -2.208768 -1.029121 0.0 0.0 0.0
O 3.957532 -2.073367 -0.213336 0.0 0.0 0.1
C 4.085910 -1.351254 0.926454 0.0 0.0 -0.1
C 5.277271 -0.819983 1.379917 0.0 -0.1 0.0
C 5.285489 -0.082460 2.561877 0.0 0.0 0.1
Br 6.933737 0.633598 3.182140 0.0 0.0 0.0
C 4.135232 0.147481 3.264413 0.0 0.0 0.0
C 2.914480 -0.358224 2.790961 0.0 -0.1 0.0
C 2.873117 -1.141271 1.631224 0.1 0.0 -0.1
O 1.789288 -1.696548 1.103209 0.1 0.0 0.1
C 1.667638 -0.034050 3.470735 0.0 0.0 0.0
N 0.509077 -0.502305 3.101584 0.0 0.0 0.1
C -0.429017 0.153365 3.881797 0.0 0.0 0.0
C -1.819383 0.081906 3.844212 0.1 0.0 -0.1
C -2.514574 0.896336 4.717968 0.0 0.0 0.0
C -1.854425 1.760682 5.604278 0.0 0.0 0.0
C -0.474428 1.847253 5.642456 0.0 0.0 0.0
C 0.220803 1.028784 4.759817 -0.1 0.0 0.1
N 1.569513 0.866621 4.504202 0.0 0.0 -0.1
H 5.467167 -1.233596 -1.363452 0.0 0.0 0.0
H 4.785449 -2.789320 -1.892135 0.0 0.0 0.0
H 5.904559 -2.738652 -0.510064 0.0 0.0 0.0
H 6.198900 -0.972363 0.840960 0.0 0.0 0.0
H 4.170754 0.729292 4.175039 0.0 0.0 0.0
H 0.977267 -1.407857 1.592748 -0.1 0.1 0.0
H -2.291813 -0.551771 3.103070 0.0 0.0 0.0
H -3.597101 0.882086 4.710580 0.0 0.0 0.0
H -2.439916 2.382545 6.270146 0.0 0.0 0.0
H 0.030746 2.525037 6.319014 0.0 0.0 0.0
H 2.308682 1.450620 4.848175 0.0 0.0 0.0
C -0.377968 3.293185 2.072238 0.0 0.0 0.0
C 1.049896 3.001128 1.617812 0.0 0.1 -0.1
Sb 1.005399 2.043782 -0.319504 -0.1 0.0 0.0
C 3.144141 1.907777 -0.681048 0.0 -0.1 0.0
C 4.039209 2.532257 0.382937 0.0 0.0 0.0
C 0.650099 3.844317 -1.465802 0.0 0.0 0.0
C 1.599778 5.005707 -1.205392 0.0 0.0 0.0
H -0.412702 3.679231 3.095626 0.0 0.0 0.0
H -0.990738 2.389031 2.033552 0.0 0.0 0.0
H -0.853136 4.034271 1.423010 0.0 0.0 0.0
H 1.539380 2.305528 2.299965 0.0 0.0 0.0
H 1.658816 3.907117 1.586215 0.0 0.0 0.0
H 3.322289 2.355854 -1.662365 0.0 0.0 0.0
H 3.354733 0.839178 -0.777501 0.0 0.0 0.0
H 3.864958 3.606076 0.477987 0.0 0.0 0.0
H 5.099212 2.387191 0.153639 0.0 0.0 0.0
H 3.858911 2.084448 1.362387 0.0 0.0 0.0
H -0.386967 4.122194 -1.262999 0.0 0.0 0.0
H 0.678577 3.535199 -2.513283 0.0 0.0 0.0
H 1.542135 5.344344 -0.168673 0.0 0.0 0.0
H 1.372708 5.866931 -1.841100 0.0 0.0 0.0
H 2.637812 4.724318 -1.398912 0.0 0.0 0.0
C -2.008912 -1.179079 0.526094 0.0 0.0 -0.3
Ge -2.617851 -1.772641 -1.216829 0.1 0.0 0.2
C -2.233393 -0.176899 -2.344156 0.0 0.0 -0.2
C -1.188121 -0.152411 -3.274183 0.0 0.0 0.0
C -0.896842 0.994624 -4.004471 0.0 0.0 0.0
C -1.643501 2.148758 -3.816775 0.0 0.0 0.0
C -2.680912 2.150151 -2.891497 0.0 0.0 0.0
C -2.968182 1.002845 -2.166390 0.0 0.0 0.0
C -1.503727 -3.208970 -2.000614 0.0 0.0 0.0
C -1.984538 -4.112384 -2.946728 0.0 0.0 0.0
C -1.160549 -5.092248 -3.488422 0.0 0.0 0.0
C 0.165293 -5.183452 -3.086940 0.0 0.0 0.0
C 0.659182 -4.293695 -2.141373 0.0 0.0 0.0
C -0.169381 -3.317711 -1.603148 0.0 0.0 0.0
C -4.486182 -2.301652 -1.622887 0.0 0.0 0.0
C -5.153791 -1.848872 -2.759863 0.0 0.0 0.0
C -6.456374 -2.247437 -3.037614 0.0 0.0 0.0
C -7.117147 -3.111495 -2.175872 0.0 0.0 0.0
C -6.469406 -3.569978 -1.035865 0.0 0.0 0.0
C -5.169552 -3.164247 -0.765588 0.0 0.0 0.0
H -0.594768 -1.047122 -3.428289 0.0 0.0 0.0
H -0.079876 0.986668 -4.717401 0.0 0.0 0.0
H -1.416082 3.045434 -4.381782 0.0 0.0 0.0
H -3.263858 3.050336 -2.731997 0.0 0.0 0.0
H -3.771714 1.021582 -1.437313 0.0 0.0 0.0
H -3.020547 -4.054115 -3.265619 0.0 0.0 0.0
H -1.553830 -5.785755 -4.223326 0.0 0.0 0.0
H 0.809569 -5.947760 -3.506431 0.0 0.0 0.0
H 1.690536 -4.360542 -1.813535 0.0 0.0 0.0
H 0.223670 -2.628266 -0.861587 0.0 0.0 0.0
H -4.648287 -1.169994 -3.439279 0.0 0.0 0.0
H -6.956037 -1.882654 -3.927829 0.0 0.0 0.0
H -8.132756 -3.423643 -2.388874 0.0 0.0 0.0
H -6.980309 -4.241644 -0.355519 0.0 0.0 0.0
H -4.676431 -3.520647 0.133216 0.0 0.0 0.0
```
Forces are in eV/Å.

Kohn-Sham gap (spin up / spin down) in eV: 5.0 / 5.4
Strongest force on any atom in eV/A: 0.44
DFT total energy in eV: -184756.8822
Spin multiplicity: 3
Total charge: -1

[3]
ORCA calculation (ωB97M-V/def2-TZVPD) on a structure of composition C39H41N3O23 at a distorted geometry.

```
106
Properties=species:S:1:pos:R:3:forces:R:3
C -0.626498 -0.265663 -1.892750 0.0 0.4 0.5
O -0.876854 -0.275816 -3.089644 0.0 -0.5 -0.2
N -1.116294 -1.086479 -0.953910 0.2 0.3 -1.0
C -1.787921 -2.310054 -1.359978 -0.1 -0.2 0.1
C -0.652491 -0.903107 0.382045 0.1 -1.4 1.9
H 0.051264 0.486739 -1.460242 0.0 0.1 0.0
H -1.156732 -3.074857 -1.823933 0.5 0.4 0.0
H -2.527337 -2.051875 -2.115401 -0.3 -0.1 0.3
H -2.178538 -2.790259 -0.463648 -0.5 0.2 -0.1
H -1.372142 -1.236686 1.137832 -0.5 -0.1 -0.5
H 0.209592 -1.550347 0.581268 0.3 0.5 -0.1
H -0.480406 0.118037 0.712167 0.3 0.1 -0.7
C -2.807711 5.130429 -5.141251 2.0 -0.7 -1.2
O -2.300791 5.932298 -5.909899 -0.8 0.4 0.5
N -2.186101 3.943729 -4.888165 -1.1 -0.5 1.9
C -2.861977 2.964271 -4.035954 0.6 -0.5 -0.4
C -0.861585 3.589616 -5.323948 0.5 0.6 -0.8
H -3.769613 5.217344 -4.619814 -0.1 0.3 -0.1
H -3.162344 2.086904 -4.616896 -0.4 0.2 -0.1
H -3.708556 3.409004 -3.521638 -0.1 -0.1 -0.1
H -2.174594 2.516937 -3.313053 0.1 0.4 0.2
H -0.296759 2.993811 -4.607569 -0.5 -0.3 0.2
H -0.926999 3.063946 -6.278811 0.3 -0.1 0.0
H -0.245633 4.478646 -5.465994 -0.3 0.2 -0.2
C -3.481070 -4.692718 3.435212 -0.7 -0.5 -0.4
O -4.133621 -3.671188 3.399990 -0.1 0.6 0.1
N -3.350284 -5.562907 2.412074 0.9 -0.7 0.7
C -2.549775 -6.755843 2.594122 0.3 -0.2 0.1
C -4.071930 -5.450942 1.181401 0.5 0.9 -0.8
H -3.023418 -5.071455 4.356105 0.3 0.2 0.1
H -2.076314 -6.762471 3.576130 -0.1 0.1 0.0
H -1.743277 -6.791785 1.858709 -0.1 0.0 -0.1
H -3.144042 -7.669252 2.515500 -0.1 0.1 -0.1
H -4.169092 -4.384813 0.961787 -0.9 -0.2 0.2
H -3.463306 -5.774854 0.331112 0.1 -0.5 0.3
H -4.991398 -6.037686 1.212635 -0.2 0.4 -0.1
C 0.449997 -0.923080 3.502768 -0.5 -1.5 -0.2
C 1.718468 -0.827577 3.892360 1.1 0.9 0.5
C 2.297601 0.449085 4.508767 -1.9 -0.1 0.4
O 3.455042 0.460413 4.840646 0.4 0.2 0.0
C 1.285317 1.507457 4.707559 0.2 -0.1 -0.4
C 0.011556 1.333200 4.310833 -0.8 1.5 -0.2
C -0.555501 0.122551 3.658012 1.8 -0.9 -0.6
O -1.660407 0.073083 3.170934 -0.4 0.5 0.4
O -0.833613 2.376310 4.373719 0.3 0.3 0.3
O 2.625471 -1.795717 3.765542 -0.5 -0.5 0.0
H 0.163011 -1.894849 3.111786 -0.3 0.2 -0.1
H 1.530298 2.515254 5.015823 0.4 -0.2 0.2
H -1.565731 2.308287 3.738445 0.0 -0.5 0.1
H 3.376331 -1.601037 4.351301 0.1 0.4 -0.3
C -5.004046 -0.416785 -0.346400 0.4 -0.6 0.1
C -5.118042 -0.864868 0.906605 1.2 -0.4 1.3
C -5.267950 0.068319 2.096085 -1.2 0.4 -1.2
O -5.552520 -0.310466 3.206135 0.5 -0.4 0.0
C -5.175986 1.476553 1.734466 0.7 1.1 0.5
C -4.980274 1.950356 0.495711 0.6 -0.9 -0.1
C -4.952225 0.993762 -0.685139 -0.7 -0.5 0.1
O -4.880280 1.383559 -1.832511 0.2 0.7 0.2
O -4.597377 3.207840 0.254242 -0.7 0.4 0.0
O -4.850569 -2.141742 1.190406 -0.4 0.1 -0.2
H -4.688791 -1.186455 -1.040378 -0.3 0.4 -0.6
H -5.079603 2.154852 2.576194 -0.3 0.0 0.0
H -4.833353 3.452595 -0.655223 0.2 -0.3 -0.1
H -4.832806 -2.339105 2.149960 -0.1 0.0 0.0
C 3.647728 0.192336 -3.853113 -1.0 0.6 -0.3
C 2.541095 -0.560894 -3.663741 0.9 -1.2 -0.3
C 2.632456 -1.761861 -2.750516 1.1 0.9 0.6
O 1.645323 -2.390418 -2.440753 -0.4 -0.4 -0.1
C 3.950579 -2.006753 -2.138496 -2.6 -3.2 -6.4
C 4.999275 -1.197063 -2.273178 -5.6 2.4 -2.6
C 4.932798 0.016685 -3.181666 -1.5 -0.9 -0.9
O 5.916308 0.665067 -3.435135 1.1 -0.1 0.6
O 6.212894 -1.507418 -1.809260 0.8 -5.7 -15.6
O 1.455484 -0.501806 -4.427788 0.4 0.9 0.4
H 3.503445 0.997507 -4.565023 0.6 0.1 0.0
H 4.028429 -2.916764 -1.555435 -0.9 0.1 -3.7
H 6.850807 -0.797761 -1.974161 2.0 0.0 -4.1
H 0.648571 -0.621706 -3.872987 -0.3 -0.2 -0.3
C 0.395615 3.122481 1.378372 -0.7 0.6 -0.4
C -0.572322 4.041836 1.463218 -0.8 0.7 1.0
C -0.321064 5.546758 1.383993 1.2 -1.0 0.5
O -1.207623 6.352598 1.490320 -0.4 -0.1 -0.1
C 1.113509 5.882572 1.444041 0.0 0.6 -0.3
C 2.068755 4.989572 1.190394 0.5 -1.2 0.4
C 1.736462 3.514066 0.967483 -1.3 -0.4 0.1
O 2.474225 2.644400 0.566076 1.2 0.6 0.0
O 3.387116 5.254299 1.266082 0.0 0.7 0.1
O -1.801607 3.688025 1.854617 -0.4 -1.0 0.0
H 0.170648 2.075026 1.518619 0.1 0.0 -0.1
H 1.347812 6.880058 1.793144 0.1 0.1 -0.3
H 3.825383 4.619273 1.848711 0.0 -0.2 -0.4
H -2.411671 4.384399 2.130872 0.5 0.6 -0.5
C 4.066824 -2.646038 -0.147954 1.1 0.1 4.5
C 5.311295 -3.109917 -0.255520 2.3 -0.1 3.0
C 6.504278 -2.246729 -0.541342 1.0 -1.2 6.1
O 7.644132 -2.631026 -0.623792 2.0 -1.9 0.8
C 6.197557 -0.794247 -0.662998 2.8 2.8 9.4
C 4.956793 -0.321759 -0.558705 -4.6 1.6 2.7
C 3.800596 -1.193250 -0.216866 1.3 1.2 2.1
O 2.679176 -0.759881 -0.093356 -0.5 0.4 0.2
O 4.674625 0.974342 -0.870582 -0.8 1.4 0.8
O 5.659649 -4.372899 0.001236 -1.1 -1.3 0.0
H 3.250564 -3.286961 0.153061 -0.1 0.0 -0.2
H 6.993067 -0.170088 -1.047692 1.2 2.6 3.8
H 4.026601 1.257837 -0.196349 0.1 0.4 -0.5
H 6.594909 -4.596300 -0.058078 0.3 0.8 -0.3
```
Forces are in eV/Å.

Kohn-Sham gap in eV: 5.3
Strongest force on any atom in eV/A: 16.58
DFT total energy in eV: -92651.0872